DFT (ωB97M-V with the def2-TZVPD basis set) results for a 7-piece molecular cluster, C40H91N2O25P6 overall at a distorted geometry.

Its molar mass is 1186.00 g/mol. The calculation puts the energy at -5615.6981 hartree. Its charge is +1. The highest occupied orbital energy comes out at -10.57 eV.

The geometry in XYZ format:
```
164
Properties=species:S:1:pos:R:3:forces:R:3:mulliken_charge:R:1
C -0.860 2.112 6.329 0.23 0.30 0.86 -0.75
C -0.224 0.916 7.257 0.40 -0.60 -1.55 -0.42
C -0.426 -0.492 6.441 0.12 -0.50 0.71 -0.73
C -1.924 -1.173 6.624 1.18 -0.23 0.63 0.25
C -1.922 -2.548 5.733 -0.51 -0.66 1.00 -0.62
C -3.224 -2.758 4.762 0.46 -0.39 -1.04 0.06
C -3.735 -1.417 3.973 -0.43 0.51 0.15 -0.89
C -2.608 -0.684 3.035 -1.17 -1.04 -0.82 0.02
C -2.429 -1.653 1.690 0.60 1.95 0.05 -0.58
C -1.534 -0.730 0.620 0.24 -2.03 0.02 -0.11
C -2.051 -1.090 -0.910 -0.07 0.82 -0.08 -0.97
C -0.877 -0.860 -2.065 -0.70 -1.14 0.83 -0.23
C 0.279 -2.052 -1.858 -0.97 0.81 -0.25 -0.22
C 1.772 -1.392 -2.009 -0.29 -0.46 -1.34 -0.04
C 3.015 -2.375 -1.587 0.93 -0.50 0.77 -1.02
C 2.580 -3.687 -0.705 -0.24 -0.25 1.64 0.56
C 2.734 -3.588 0.925 -1.94 -4.30 -1.22 -0.59
C 2.255 -4.871 1.826 -0.36 0.34 -5.02 -0.28
C 1.643 -6.174 1.000 1.43 3.81 -2.28 -0.44
C 1.571 -6.090 -0.668 0.67 1.36 3.84 0.23
O 0.971 -7.300 -1.319 -3.31 4.23 1.02 -0.26
C -0.495 -6.983 -1.339 -6.89 2.52 -0.48 0.46
N -1.753 -6.601 -1.384 11.65 -3.59 0.44 -0.39
N 2.025 -4.883 -1.476 -0.52 -0.94 4.74 0.48
C 1.885 -4.970 -2.982 0.88 -0.38 -2.29 -0.77
H -1.010 1.760 5.215 0.23 0.70 2.32 0.13
H -1.874 2.457 6.806 1.88 -0.55 -1.22 0.22
H -0.105 3.016 6.345 -1.71 -1.67 -0.14 0.29
H 0.946 1.118 7.347 -2.56 -0.50 0.08 0.30
H -0.719 0.789 8.310 1.01 0.50 -2.01 0.20
H 0.337 -1.275 6.893 -1.50 1.42 -0.96 0.29
H -0.148 -0.385 5.291 -0.62 -0.03 2.37 0.22
H -2.812 -0.441 6.417 1.80 -1.40 0.12 0.19
H -2.001 -1.474 7.769 0.00 0.72 -2.39 -0.11
H -0.887 -2.652 5.165 -2.26 0.36 0.88 0.23
H -1.939 -3.450 6.515 0.08 1.82 -1.79 0.24
H -2.887 -3.532 3.918 -0.79 1.56 1.81 -0.10
H -4.124 -3.295 5.320 1.93 1.40 -0.98 0.19
H -4.613 -1.767 3.250 1.77 0.85 1.53 0.39
H -4.190 -0.585 4.694 0.92 -2.02 -1.34 0.27
H -1.591 -0.471 3.586 -2.02 -0.54 -1.10 -0.12
H -3.051 0.342 2.616 0.98 -2.19 1.10 0.35
H -1.892 -2.666 1.933 -0.99 1.94 -0.50 0.12
H -3.478 -1.875 1.204 2.01 0.47 1.13 0.28
H -1.571 0.411 0.880 -0.16 -2.22 -0.67 0.41
H -0.409 -1.089 0.798 -2.20 0.91 -0.62 0.01
H -2.475 -2.197 -0.999 1.10 2.21 0.39 0.28
H -2.992 -0.384 -1.107 2.09 -1.48 0.22 0.33
H -1.389 -1.058 -3.099 1.17 0.90 1.84 0.28
H -0.415 0.207 -1.935 -0.91 -2.05 -0.58 0.12
H 0.042 -2.878 -2.683 0.78 1.74 1.78 0.08
H 0.045 -2.528 -0.815 0.84 0.83 -1.81 0.16
H 1.914 -1.160 -3.171 -0.30 -0.30 2.55 -0.18
H 1.875 -0.370 -1.450 -0.37 -2.12 -0.90 0.42
H 3.769 -1.740 -0.917 -1.65 -1.65 -1.32 0.35
H 3.663 -2.764 -2.496 -1.52 0.79 1.75 0.37
H 3.159 -2.631 1.488 -1.01 -2.22 -1.78 0.34
H 2.318 -4.824 2.999 -0.19 -0.29 -2.62 0.37
H 1.248 -7.114 1.575 0.84 1.94 -1.53 0.38
H 1.760 -3.941 -3.527 0.20 -1.85 1.65 0.26
H 2.889 -5.447 -3.416 -2.19 0.96 1.06 0.31
H 0.993 -5.658 -3.348 1.82 1.47 1.33 0.33
C -1.934 -6.891 5.081 -0.06 -0.65 -0.15 -0.70
O -3.114 -6.123 4.891 -1.88 2.64 -1.07 -0.10
P -4.652 -6.892 5.077 3.74 -7.41 3.65 1.14
O -4.244 -7.390 6.470 -0.75 1.40 -0.29 -0.55
O -4.227 -7.988 3.918 -0.41 0.56 -0.09 -0.38
C -4.243 -7.537 2.577 0.10 -0.08 -0.49 -0.74
O -6.190 -7.662 5.264 -0.80 3.11 -0.36 -0.48
C -6.234 -9.076 5.363 0.15 -0.59 -0.95 -0.54
H -1.302 -6.386 5.814 -0.21 0.11 0.03 0.26
H -2.134 -7.912 5.420 -0.01 0.29 -0.03 0.34
H -1.398 -6.940 4.130 0.06 -0.02 -0.10 0.17
H -3.298 -7.821 2.105 -0.10 0.08 -0.02 0.21
H -4.357 -6.451 2.515 0.08 -0.06 -0.16 0.33
H -5.066 -8.019 2.046 0.02 0.09 -0.04 0.29
H -5.379 -9.483 5.907 0.05 0.26 -0.05 0.28
H -6.271 -9.509 4.358 0.05 -0.15 0.19 0.22
H -7.151 -9.356 5.889 0.01 0.44 -0.07 0.24
C -7.020 -1.376 10.371 -0.19 -0.84 0.12 -0.60
O -5.918 -0.605 10.827 1.95 2.73 1.67 -0.49
P -4.335 -1.302 10.785 -3.26 -7.12 -4.93 1.14
O -4.510 -1.634 9.298 0.74 1.37 0.46 -0.44
O -4.875 -2.545 11.729 0.52 0.61 0.10 -0.31
C -5.076 -2.263 13.101 -0.24 -0.14 0.56 -0.79
O -2.752 -1.999 10.743 0.71 3.04 0.86 -0.44
C -2.630 -3.389 10.486 -0.29 -0.66 0.82 -0.60
H -7.561 -0.801 9.616 0.23 0.12 0.04 0.25
H -6.726 -2.341 9.947 0.01 0.29 0.07 0.30
H -7.687 -1.557 11.217 -0.02 0.00 0.00 0.25
H -6.066 -2.629 13.387 0.12 0.10 0.02 0.24
H -5.023 -1.190 13.308 -0.11 -0.10 0.13 0.38
H -4.319 -2.785 13.689 -0.02 0.08 0.04 0.27
H -3.376 -3.749 9.774 -0.07 0.23 0.07 0.34
H -2.720 -3.942 11.426 -0.02 -0.13 -0.22 0.26
H -1.633 -3.576 10.075 -0.02 0.40 0.11 0.25
C 0.731 -0.226 -6.579 -0.54 0.34 -0.54 -0.75
O 1.827 0.530 -6.084 3.48 0.81 0.79 -0.31
P 1.556 2.163 -5.578 -9.32 -0.98 -1.03 1.19
O 0.429 1.697 -4.648 1.52 0.01 0.69 -0.60
O 0.968 2.514 -7.081 0.54 0.08 0.73 -0.40
C 1.915 2.642 -8.123 0.39 0.01 -0.66 -0.86
O 1.286 3.795 -5.073 2.74 -1.00 1.17 -0.10
C 0.045 4.405 -5.387 -0.32 0.39 -1.08 -0.87
H 0.669 -1.160 -6.017 0.12 0.09 0.14 0.18
H -0.225 0.302 -6.506 0.28 -0.10 0.08 0.35
H 0.920 -0.460 -7.628 0.00 -0.02 -0.01 0.25
H 1.580 2.039 -8.972 0.12 0.07 0.08 0.29
H 2.908 2.300 -7.816 -0.03 0.02 -0.29 0.39
H 1.971 3.689 -8.430 0.08 -0.04 -0.01 0.30
H -0.789 3.702 -5.343 0.23 -0.14 -0.03 0.37
H 0.101 4.849 -6.386 -0.23 -0.07 0.08 0.31
H -0.135 5.209 -4.667 0.44 -0.14 0.13 0.33
C -1.274 7.668 1.570 0.09 -0.71 0.42 -0.61
O -0.667 8.047 0.343 1.98 1.95 -2.44 -0.52
P -0.531 6.874 -0.921 -5.55 -5.66 4.57 1.10
O -2.037 6.593 -0.834 0.67 1.06 -1.03 -0.59
O 0.308 5.889 0.104 0.25 0.36 -0.60 -0.32
C 1.651 6.243 0.373 0.48 -0.02 0.32 -0.82
O -0.396 5.701 -2.186 1.06 2.53 -1.50 -0.22
C -0.672 4.343 -1.883 0.71 -0.46 0.54 -0.54
H -2.075 8.374 1.797 0.07 0.03 -0.25 0.25
H -1.683 6.653 1.553 0.07 0.28 -0.10 0.30
H -0.521 7.726 2.359 0.01 0.01 0.03 0.25
H 1.804 6.222 1.455 0.03 0.06 -0.12 0.25
H 1.890 7.244 0.002 0.12 -0.08 0.14 0.39
H 2.314 5.513 -0.096 0.05 0.10 -0.03 0.28
H -1.478 4.233 -1.156 0.05 0.26 0.00 0.44
H 0.236 3.864 -1.503 -0.18 -0.12 0.01 0.17
H -0.961 3.836 -2.808 0.15 0.34 -0.06 0.21
C 7.108 3.249 -10.301 0.66 -0.08 0.63 -0.60
O 6.299 2.289 -10.965 -1.70 -2.00 -2.78 -0.47
P 5.667 0.957 -10.060 2.91 4.04 7.87 1.13
O 5.067 1.928 -9.034 -0.90 -0.54 -1.21 -0.47
O 7.206 0.536 -9.635 -0.63 -0.32 -0.43 -0.31
C 7.994 -0.086 -10.631 0.58 -0.20 -0.26 -0.78
O 5.034 -0.374 -9.154 -1.50 -0.45 -2.81 -0.46
C 5.532 -0.601 -7.845 0.98 -0.43 0.00 -0.48
H 6.692 4.242 -10.483 -0.19 -0.18 -0.08 0.25
H 7.180 3.080 -9.223 -0.11 0.02 -0.28 0.31
H 8.112 3.206 -10.728 0.00 0.01 -0.01 0.25
H 8.963 0.420 -10.672 -0.12 -0.09 -0.07 0.24
H 7.524 -0.029 -11.617 0.20 -0.02 0.00 0.38
H 8.151 -1.133 -10.363 -0.01 0.01 -0.10 0.28
H 5.756 0.327 -7.316 -0.04 0.06 -0.24 0.27
H 6.433 -1.221 -7.901 -0.03 0.13 0.20 0.26
H 4.775 -1.153 -7.280 -0.16 0.07 -0.39 0.20
C 2.934 5.854 -6.003 -0.31 0.21 -0.50 -0.49
O 4.030 6.611 -5.508 3.62 1.12 0.84 -0.45
P 3.759 8.243 -5.003 -9.12 -1.18 -0.68 1.00
O 2.632 7.778 -4.072 1.49 0.13 0.58 -0.37
O 3.171 8.594 -6.505 0.62 0.20 0.34 -0.31
C 4.118 8.723 -7.547 0.11 0.04 -0.56 -0.80
O 3.489 9.875 -4.497 3.11 -0.46 0.91 -0.49
C 2.248 10.486 -4.811 -0.14 0.31 -1.05 -0.46
H 2.872 4.920 -5.441 0.32 0.65 0.02 0.24
H 1.978 6.382 -5.930 0.28 -0.11 0.11 0.33
H 3.123 5.620 -7.052 -0.01 0.02 -0.14 0.17
H 3.783 8.120 -8.396 0.11 0.06 0.08 0.24
H 5.111 8.380 -7.240 -0.03 -0.01 -0.19 0.38
H 4.174 9.769 -7.854 0.09 -0.04 -0.01 0.28
H 1.414 9.783 -4.767 0.22 -0.14 0.01 0.23
H 2.304 10.930 -5.810 -0.23 -0.03 0.10 0.20
H 2.068 11.290 -4.091 0.39 -0.17 0.06 0.25
```
Positions in Å, forces in eV/Å.